C23H43Cl2N4O7SiZn | ωB97M-V with the def2-TZVPD basis set

Computed properties:
energy above the lowest of the compared OMol25 structures with the same formula, charge and spin	254.9	kJ/mol
DFT total energy	-4636.99733	hartree
net charge	-1
largest force on an atom	0.0993	Eh/bohr

Last column: Mulliken charge in e.
Cartesian coordinates (Å):
C1 3.48 -2.19 -1.79  -1.2069
C2 2.92 -1.41 -2.95  0.4861
H1 3.05 -3.20 -1.80  0.2645
H2 3.12 -1.67 -0.89  -0.0618
H3 4.58 -2.38 -1.71  0.2936
C3 3.04 -1.77 -4.25  0.1017
C4 3.45 -3.14 -4.68  -1.4647
H4 2.92 -1.10 -5.11  0.4541
H5 2.90 -3.89 -4.06  0.2622
H6 4.55 -3.26 -4.61  0.2875
H7 3.24 -3.33 -5.76  0.3686
Zn1 0.73 -0.17 0.84  1.7670
Cl1 2.88 0.13 0.90  -0.6440
C5 -0.30 2.74 0.75  -0.2524
O1 -0.66 1.54 0.56  -0.7962
N1 -1.17 3.77 0.71  0.3215
C6 -2.61 3.63 0.51  -0.8435
C7 -0.60 5.09 0.42  -0.8737
H8 0.74 3.00 1.03  0.4003
H9 -3.08 3.05 1.31  0.2115
H10 -2.87 3.20 -0.47  0.2265
H11 -3.00 4.65 0.55  0.3693
H12 0.26 5.26 1.07  0.3240
H13 -1.39 5.83 0.61  0.3000
H14 -0.27 5.13 -0.65  0.3060
H15 -2.98 1.14 4.43  0.1849
H16 -0.32 2.30 7.27  0.3161
C8 -2.65 0.80 5.43  -0.8351
C9 -0.87 1.36 7.06  -0.8923
N2 -1.34 1.33 5.68  0.2667
H17 -2.61 -0.30 5.52  0.2496
C10 -0.42 1.58 4.71  -0.1755
O2 -0.51 1.52 3.47  -0.5804
H18 -0.20 0.52 7.29  0.3101
H19 0.53 1.89 5.22  0.3627
H20 -3.32 1.20 6.21  0.3690
H21 -1.72 1.33 7.75  0.3355
H22 0.06 -4.51 4.43  0.3250
H23 0.74 -3.45 1.55  0.2347
C11 -0.93 -4.50 3.94  -0.8861
C12 -0.25 -3.94 1.62  -0.7330
N3 -0.91 -3.54 2.85  0.1144
H24 -1.70 -4.23 4.68  0.2485
C13 -0.97 -2.20 3.10  -0.3231
O3 -0.68 -1.27 2.25  -0.6561
H25 -0.84 -3.65 0.73  0.1075
H26 -1.61 -2.09 3.98  0.4524
H27 -1.11 -5.48 3.50  0.3749
H28 -0.14 -5.03 1.69  0.3692
O4 1.49 -0.18 -1.51  -0.1225
C14 2.27 -0.07 -2.59  -0.6272
C15 0.97 0.15 -4.84  -0.1818
C16 1.78 0.72 -3.84  0.5426
H29 0.62 -0.89 -4.75  0.8268
C17 0.49 0.85 -5.97  -1.1646
H30 3.10 0.55 -2.18  0.2974
C18 2.14 2.05 -4.03  -0.5874
H31 -0.24 0.42 -6.64  0.3566
C19 0.79 2.23 -6.12  -0.5120
C20 1.64 2.81 -5.12  -0.4818
H32 2.73 2.57 -3.27  0.3837
H33 0.21 2.89 -6.79  0.3193
H34 1.79 3.92 -5.16  0.2625
Si1 -1.16 -0.70 -2.71  1.1671
Cl2 -0.49 -2.45 -3.36  -0.4030
C21 -2.91 -0.71 -3.10  -1.2205
C22 -0.88 1.26 -2.81  -0.8821
C23 -1.07 -0.82 -0.83  0.1232
H35 -3.00 -0.55 -4.20  0.2419
H36 -3.35 0.10 -2.48  0.2953
H37 -3.32 -1.70 -2.78  0.2746
H38 -0.45 -1.68 -0.70  -0.0721
H39 -2.02 -0.82 -0.33  0.5822
H40 -0.65 0.16 -0.73  -0.5644
H41 -0.79 1.70 -3.82  0.3533
H42 -0.04 1.71 -2.25  0.0970
H43 -1.75 1.80 -2.37  0.2424
O5 0.90 -0.41 5.49  -0.6596
N4 0.22 -1.38 5.08  1.2482
O6 -0.91 -1.68 5.62  -0.6870
O7 0.73 -2.15 4.16  -0.5890